Entry 1:
Formula: C37H46F3N3O4
Source: the Open Molecules 2025 dataset
Level of theory: ωB97M-V/def2-TZVPD

Positions of all 93 atoms, in Å:
F: -6.5311 1.2055 4.8035
C: -5.6153 0.8201 5.6839
C: -5.9171 0.8955 7.0656
C: -5.0283 0.5297 8.0668
C: -3.7736 0.1585 7.6974
C: -3.4488 0.1018 6.3669
C: -4.3283 0.4081 5.3644
H: -6.8765 1.3107 7.3368
H: -5.2551 0.5954 9.1207
H: -2.9234 -0.0331 8.3353
H: -2.4747 -0.1937 6.0059
H: -3.9352 0.4124 4.3585
F: 7.1013 1.7116 -3.0604
C: 6.9788 0.7754 -2.0769
C: 5.7764 0.6142 -1.3522
C: 5.8165 -0.2868 -0.2591
C: 6.9328 -1.1056 -0.0264
C: 7.9984 -1.0825 -0.9196
C: 8.0458 -0.0972 -1.9437
H: 4.9624 1.2621 -1.6423
H: 5.0294 -0.3176 0.4797
H: 6.8223 -1.9001 0.6968
H: 8.8606 -1.7161 -0.7730
H: 8.9673 0.0712 -2.4812
F: 4.3421 3.9178 4.4128
C: 4.9887 4.9328 3.7461
C: 4.5672 5.3852 2.4497
C: 5.0725 6.5977 1.8774
C: 5.9647 7.3635 2.6622
C: 6.3931 6.9097 3.9352
C: 5.8623 5.7116 4.4858
H: 3.7885 4.8295 1.9485
H: 4.7710 6.9991 0.9211
H: 6.4585 8.2280 2.2436
H: 7.1179 7.4610 4.5158
H: 6.1016 5.5306 5.5232
C: 4.0993 -4.2460 6.0748
C: 4.7563 -5.4421 6.3279
C: 4.4617 -6.5582 5.5527
N: 3.5289 -6.5432 4.5864
C: 2.7980 -5.4110 4.4322
C: 3.0342 -4.2250 5.1374
H: 4.4415 -3.4123 6.6699
H: 5.5353 -5.4171 7.0755
H: 4.9832 -7.4941 5.6885
H: 1.9368 -5.5099 3.7880
H: 2.4219 -3.3574 4.9407
C: -6.3083 -5.6753 -1.8510
C: -5.1995 -6.3772 -2.2110
C: -3.9131 -6.1536 -1.5993
N: -3.8691 -5.3963 -0.4591
C: -5.0065 -4.7133 -0.0913
C: -6.2186 -4.8112 -0.7427
H: -7.1693 -5.8706 -2.4730
H: -5.3204 -6.9797 -3.0992
H: -3.0498 -6.6444 -2.0238
H: -4.9573 -4.0639 0.7703
H: -7.0780 -4.2711 -0.3738
C: -7.8472 4.4370 -3.5137
C: -7.4735 3.3219 -2.7530
C: -6.5489 2.4522 -3.2004
N: -5.8505 2.6497 -4.4099
C: -6.2108 3.7521 -5.1011
C: -7.0919 4.7203 -4.6675
H: -8.5616 5.2044 -3.2546
H: -7.9095 3.2685 -1.7664
H: -6.2934 1.5491 -2.6661
H: -5.7260 4.0102 -6.0310
H: -7.2283 5.5430 -5.3538
C: -0.3733 5.5685 -4.6164
O: -0.1059 4.5560 -3.7118
H: 0.4825 5.9240 -5.1903
H: -1.1899 5.1952 -5.2343
H: -0.7856 6.4276 -4.0871
H: -0.6778 3.7878 -3.7790
C: -2.5459 -1.5325 -7.6519
O: -2.2750 -0.9221 -6.3162
H: -3.3593 -2.2536 -7.5701
H: -2.8763 -0.8143 -8.4023
H: -1.6921 -2.1249 -7.9808
H: -2.9503 -0.2819 -6.0800
C: -0.3028 -0.4311 -0.7041
O: 0.0051 0.6818 0.0007
H: 0.2521 -1.2648 -0.2738
H: -1.3459 -0.7408 -0.6395
H: 0.0360 -0.2798 -1.7290
H: 0.2556 1.4147 -0.5665
C: 3.0652 -3.6692 -5.5433
O: 3.4786 -4.8563 -6.2020
H: 2.4335 -3.2483 -6.3255
H: 2.4961 -3.9080 -4.6448
H: 3.7908 -2.8817 -5.3398
H: 4.4062 -4.6879 -6.3832

For the molar mass, the calculation gives 653.8 g mol⁻¹. The SMILES is Fc1ccccc1.Fc1ccccc1.Fc1ccccc1.c1ccncc1.c1ccncc1.c1ccncc1.CO.CO.CO.CO. Its frontier orbital gap is 9.4561 eV. The value obtained for the highest occupied orbital energy is -9.25 eV. The total energy is -2202.08426 a.u.


Entry 2:
Formula: C37H46IrNOS4Si
Source: the Open Molecules 2025 dataset
Level of theory: ωB97M-V/def2-TZVPD

Positions of all 91 atoms, in Å:
Ir: -0.7219 -0.4612 0.9073
C: -1.6844 1.3881 4.3611
C: -1.0314 0.0942 4.8405
S: -0.4372 -1.0979 3.5981
C: -1.7066 -2.3886 3.5539
C: -3.0572 -1.9912 2.9977
S: -2.9658 -1.3347 1.3039
C: -4.0111 0.1567 1.3592
C: -3.4431 1.3745 2.0768
S: -3.4379 1.2709 3.8926
H: -1.1218 1.8412 3.5460
H: -1.6808 2.0827 5.2012
H: -1.6700 -0.4431 5.5420
H: -0.1200 0.3633 5.3781
H: -1.8325 -2.7845 4.5627
H: -1.2532 -3.1883 2.9617
H: -3.5345 -1.2378 3.6185
H: -3.7171 -2.8596 2.9640
H: -4.9736 -0.1525 1.7679
H: -4.1650 0.4054 0.3073
H: -4.0847 2.2228 1.8339
H: -2.4359 1.6046 1.7251
C: 0.2361 1.3932 0.8034
Si: 2.0284 0.7208 0.6418
C: 1.8753 -0.8937 -0.3820
N: 0.8487 -1.8581 0.1295
C: 1.4302 -2.7358 1.2201
C: 1.1595 -4.2152 1.0062
C: 1.7232 -4.6757 -0.3360
C: 1.2676 -3.7411 -1.4756
C: 0.2858 -2.6908 -0.9755
C: 2.6896 0.4154 2.3469
C: 2.1997 1.0989 3.4653
C: 2.7560 0.9062 4.7219
C: 3.8131 0.0209 4.8840
C: 4.3282 -0.6512 3.7844
C: 3.7756 -0.4471 2.5283
C: 2.9866 1.9409 -0.3704
C: 2.7780 2.0777 -1.7480
C: 3.4997 3.0019 -2.4863
C: 4.4379 3.8090 -1.8526
C: 4.6523 3.6896 -0.4879
C: 3.9292 2.7620 0.2514
H: -0.0949 1.9309 -0.0889
H: 0.1228 2.0508 1.6640
H: 2.8440 -1.3924 -0.4808
H: 1.5811 -0.5987 -1.3936
H: 1.0619 -2.3980 2.1854
H: 2.5062 -2.5625 1.2396
H: 0.0904 -4.4341 1.0847
H: 1.6373 -4.7544 1.8248
H: 1.4233 -5.7031 -0.5339
H: 2.8122 -4.6812 -0.2744
H: 0.7688 -4.3009 -2.2682
H: 2.1197 -3.2485 -1.9469
H: -0.6276 -3.1626 -0.6071
H: -0.0016 -2.0135 -1.7787
H: 1.4025 1.8270 3.3585
H: 2.3903 1.4693 5.5716
H: 4.2513 -0.1264 5.8620
H: 5.1712 -1.3186 3.9035
H: 4.2192 -0.9570 1.6785
H: 2.0559 1.4462 -2.2614
H: 3.3461 3.0900 -3.5542
H: 5.0061 4.5281 -2.4273
H: 5.3871 4.3142 0.0018
H: 4.1132 2.6719 1.3158
O: -1.7652 -0.1643 -1.2718
S: -1.1249 0.4304 -2.5001
C: -1.8475 1.9932 -2.8831
C: -3.2051 2.1030 -3.1962
C: -3.7092 3.3593 -3.4710
C: -2.8664 4.4694 -3.4522
C: -1.5151 4.3401 -3.1495
C: -0.9889 3.0917 -2.8606
C: -1.6863 -0.5092 -3.8661
C: -2.6824 -1.4729 -3.7192
C: -3.0812 -2.1527 -4.8420
C: -2.4711 -1.8834 -6.1149
C: -1.4611 -0.9323 -6.2463
C: -1.0518 -0.2447 -5.1351
H: -3.8443 1.2294 -3.2323
H: -4.7551 3.4778 -3.7197
H: -3.2693 5.4458 -3.6867
H: -0.8716 5.2091 -3.1446
H: 0.0636 2.9743 -2.6261
H: -3.1226 -1.6587 -2.7488
H: -3.8673 -2.8942 -4.7794
H: -2.8054 -2.4339 -6.9858
H: -1.0069 -0.7455 -7.2094
H: -0.2662 0.4990 -5.2026

For the molar mass, the calculation gives 869.4 g mol⁻¹. The net charge is +3. The expectation value of S² is 8.779. Its frontier orbital gap (alpha / beta) is 6.8994 / 3.0992 eV. As for the multiplicity: 6. The value obtained for the highest occupied orbital energy (alpha / beta) is -15.57 / -15.74 eV. The total energy is -3552.97362 a.u.


Entry 3:
Formula: C37H46N5O3PPdS2
Source: the Open Molecules 2025 dataset
Level of theory: ωB97M-V/def2-TZVPD

Positions of all 95 atoms, in Å:
Pd: -1.2021 0.6054 -0.7873
O: -3.9411 0.0551 -0.2568
C: -3.4551 -0.4690 -1.2461
O: -2.8401 0.1597 -2.2187
C: -3.4356 -1.9636 -1.3849
C: -4.3965 -2.8120 -0.8881
C: -4.2421 -4.1891 -1.0562
C: -3.1209 -4.7043 -1.7078
C: -2.1436 -3.8636 -2.1995
C: -2.2940 -2.4782 -2.0288
S: -1.1278 -1.3579 -2.6128
H: -5.2662 -2.3994 -0.3937
H: -5.0068 -4.8621 -0.6924
H: -3.0235 -5.7726 -1.8461
H: -1.2815 -4.2643 -2.7172
N: 0.1079 2.0884 0.0388
S: 0.9377 2.5610 -1.2628
C: 2.5601 1.7862 -1.2139
C: 3.5147 2.1583 -0.2777
C: 4.7360 1.5038 -0.2728
C: 4.9872 0.4869 -1.1857
C: 4.0240 0.1246 -2.1163
C: 2.8018 0.7786 -2.1350
C: 1.4316 4.2649 -0.8987
C: 0.7356 4.9611 0.0748
C: 1.1279 6.2597 0.3706
C: 2.1794 6.8424 -0.3209
C: 2.8452 6.1377 -1.3163
C: 2.4721 4.8375 -1.6159
H: 0.6790 1.9511 0.8683
H: 3.3184 2.9561 0.4279
H: 5.4981 1.7988 0.4361
H: 5.9442 -0.0177 -1.1770
H: 4.2311 -0.6559 -2.8368
H: 2.0368 0.5235 -2.8589
H: -0.0851 4.4871 0.5972
H: 0.6104 6.8118 1.1433
H: 2.4856 7.8524 -0.0839
H: 3.6595 6.5969 -1.8598
H: 2.9977 4.2757 -2.3777
O: 0.7031 -0.6466 -0.1785
P: 0.8343 -1.8365 0.7192
N: 1.2956 -3.1797 -0.1036
C: 1.6405 -4.5147 0.4043
C: 1.5537 -5.3925 -0.8375
C: 2.0786 -4.4632 -1.9346
C: 1.5048 -3.0998 -1.5562
N: -0.6411 -2.1420 1.4378
C: -1.2044 -3.4090 1.9153
C: -2.3597 -2.9843 2.8252
C: -2.7740 -1.6062 2.2941
C: -1.4629 -0.9979 1.8107
N: 1.9244 -1.5032 1.9179
C: 2.3566 -2.4370 2.9624
C: 3.3778 -1.6266 3.7510
C: 2.7955 -0.2119 3.7158
C: 2.1809 -0.1056 2.3191
H: 0.9607 -4.8309 1.1946
H: 2.6630 -4.5288 0.7934
H: 0.5161 -5.6691 -1.0382
H: 2.1394 -6.3033 -0.7356
H: 1.7696 -4.7724 -2.9316
H: 3.1688 -4.4323 -1.9145
H: 0.5399 -2.9218 -2.0647
H: 2.1578 -2.2690 -1.8203
H: -0.4622 -3.9934 2.4634
H: -1.5599 -4.0140 1.0721
H: -2.0209 -2.9079 3.8586
H: -3.1791 -3.6998 2.7892
H: -3.2419 -0.9896 3.0585
H: -3.4678 -1.7041 1.4642
H: -0.9884 -0.3942 2.5960
H: -1.5811 -0.3218 0.9316
H: 2.7894 -3.3376 2.5279
H: 1.5177 -2.7281 3.6084
H: 4.3418 -1.6519 3.2404
H: 3.5129 -2.0060 4.7614
H: 3.5506 0.5543 3.8811
H: 2.0258 -0.0988 4.4806
H: 2.8653 0.3578 1.6072
H: 1.2548 0.4777 2.3277
C: -4.9446 5.7913 -1.4266
C: -4.0162 4.6416 -1.2015
C: -4.0411 3.9250 -0.0046
C: -3.1968 2.8491 0.1735
N: -2.3550 2.4704 -0.7830
C: -2.3092 3.1316 -1.9394
C: -3.1101 4.2301 -2.1773
H: -5.9766 5.4365 -1.4451
H: -4.7406 6.2973 -2.3672
H: -4.8668 6.5139 -0.6139
H: -4.7240 4.2036 0.7865
H: -3.1895 2.2791 1.0914
H: -1.6262 2.7666 -2.6948
H: -3.0393 4.7507 -3.1223

For the molar mass, the calculation gives 810.3 g mol⁻¹. The net charge is +2. Its frontier orbital gap is 4.4569 eV. The value obtained for the highest occupied orbital energy is -13.00 eV. The total energy is -3202.06328 a.u.